# 1
17
Properties=species:S:1:pos:R:3:forces:R:3:nbo_charge:R:1 method="wB97M-V/def2-TZVPD" smiles="C/C=C(/C)CC=O" charge=0 gap_ev=9.807
C 0.6250 -1.8652 -0.9164 0.0 0.0 0.0 -0.643
C -0.1788 -1.1446 0.1240 -0.2 0.1 0.0 -0.152
O 2.3530 0.5194 0.2301 -0.1 0.6 -0.2 -0.530
C 1.4028 1.2630 0.2420 0.3 -0.1 0.0 0.455
C 0.2172 1.1509 -0.7039 0.1 0.0 -0.1 -0.542
C -0.5693 0.1337 0.1054 0.0 -0.3 0.1 -0.012
C -1.6060 0.6583 1.0659 0.0 0.0 0.1 -0.635
H -0.0062 -2.6842 -1.2830 0.2 0.0 0.0 0.216
H 0.8836 -1.2396 -1.7742 0.0 -0.1 0.2 0.210
H 1.5498 -2.3067 -0.5315 -0.1 0.1 0.1 0.229
H -0.5016 -1.7577 0.9638 -0.4 -0.1 -0.2 0.194
H 1.2689 2.0050 1.0580 0.1 0.0 -0.1 0.107
H -0.2981 2.1104 -0.8211 0.0 -0.2 0.1 0.219
H 0.5409 0.7915 -1.6842 0.0 0.0 0.2 0.236
H -2.5951 0.6329 0.5898 0.1 0.1 0.1 0.222
H -1.6599 0.0372 1.9654 0.0 0.1 -0.1 0.221
H -1.4262 1.6960 1.3701 0.1 -0.2 0.0 0.206

# 2
96
Properties=species:S:1:pos:R:3:forces:R:3:mulliken_charge:R:1 method="wB97M-V/def2-TZVPD" spin_multiplicity=2 charge=-1 gap_ev="5.950 / 5.560"
Ru -0.0036 -0.3547 -0.0645 -0.6 0.7 -0.4 0.649
C -1.3067 -2.5424 -5.7928 0.0 0.1 -0.1 -1.177
C -0.6705 -1.1560 -5.6291 0.0 -0.2 0.1 -1.130
C 0.0324 -0.9777 -4.3192 0.2 0.1 0.0 0.644
C 1.3757 -0.9580 -4.0878 -0.2 -0.2 -0.1 0.902
C 2.4704 -1.1987 -5.0801 0.0 0.2 0.0 -1.304
C 2.9458 0.0876 -5.7653 0.0 -0.1 0.0 -1.150
C 1.5508 -0.6841 -2.6806 0.3 0.1 0.2 -0.284
C 2.7753 -0.5418 -2.0355 -0.2 0.0 0.1 -0.571
C 2.9757 -0.2866 -0.6862 -0.3 -0.1 -0.2 -0.573
C 4.2660 -0.1149 -0.0660 0.2 0.1 0.6 0.711
C 5.5885 -0.1830 -0.7619 -0.1 -0.2 0.0 -1.383
C 6.0984 -1.6277 -0.8525 0.0 0.2 0.0 -1.172
C 4.0384 0.0360 1.2731 0.5 -0.1 -0.5 0.788
C 2.6132 -0.0329 1.4530 -0.5 -0.1 0.5 -0.084
C 1.9671 0.0164 2.6896 0.3 -0.1 -0.5 -0.609
C 0.6016 -0.0093 2.9077 -0.2 0.1 0.0 -0.539
N -0.3501 -0.0739 1.9332 0.3 0.0 0.0 0.930
C -1.5584 0.0137 2.5388 -0.3 -0.1 -0.1 -0.376
C -2.7808 0.0405 1.8765 0.2 0.1 -0.1 -1.030
C -2.9793 -0.0396 0.5049 0.4 -0.2 0.2 -0.547
N -2.0034 -0.2878 -0.4146 -0.5 0.2 0.1 0.406
C -2.6123 -0.3683 -1.6226 0.4 -0.3 -0.5 0.061
C -1.9716 -0.6571 -2.8313 -0.2 0.2 0.4 -1.035
C -0.6078 -0.7261 -3.0469 0.1 -0.1 0.1 -0.018
N 0.3426 -0.5501 -2.0866 -0.2 0.0 0.1 0.439
C -4.0285 -0.1461 -1.4857 -0.4 0.0 0.5 0.539
C -4.2559 0.0662 -0.1548 -0.2 0.1 -0.6 0.857
C -5.5627 0.3656 0.5069 -0.1 -0.2 0.1 -1.263
C -6.3337 -0.9067 0.8830 0.0 0.2 0.0 -1.167
C -5.0186 -0.0985 -2.6098 0.2 0.2 0.0 -1.131
C -4.8142 1.1323 -3.5054 -0.1 -0.1 0.1 -1.139
C -1.3822 0.1354 3.9661 0.2 0.1 0.1 0.893
C -0.0390 0.1110 4.1968 -0.2 -0.1 0.0 1.036
C 0.6730 0.2893 5.5007 0.0 0.2 -0.1 -1.409
C 1.0525 1.7604 5.7203 0.0 -0.1 0.1 -0.988
C -2.4774 0.2995 4.9719 0.0 -0.2 -0.1 -1.421
C -3.1470 -1.0316 5.3341 0.0 0.1 0.0 -1.225
N 1.9963 -0.2120 0.2592 0.5 -0.1 -0.1 0.479
C 5.0499 0.2535 2.3548 -0.2 0.2 0.0 -1.280
C 5.1208 1.7262 2.7802 0.0 -0.1 0.0 -1.033
H -1.9300 -2.5712 -6.6890 0.0 -0.1 0.0 0.351
H -1.9266 -2.7944 -4.9324 0.0 0.0 0.0 0.302
H -0.5363 -3.3093 -5.8839 0.0 0.0 0.0 0.331
H -1.4459 -0.3910 -5.7247 0.0 0.0 0.0 0.441
H 0.0443 -0.9977 -6.4393 -0.1 0.1 0.0 0.347
H 2.1153 -1.8987 -5.8401 0.0 0.0 0.0 0.405
H 3.3168 -1.6739 -4.5799 0.0 -0.1 0.0 0.456
H 2.1102 0.5911 -6.2529 0.0 0.0 0.0 0.309
H 3.7043 -0.1322 -6.5196 0.0 0.0 0.0 0.377
H 3.3756 0.7755 -5.0363 0.0 0.0 0.0 0.294
H 3.6651 -0.6350 -2.6446 0.0 0.0 0.0 0.268
H 6.3188 0.4251 -0.2233 0.0 0.0 0.0 0.466
H 5.5024 0.2383 -1.7657 0.0 0.1 0.0 0.456
H 6.1823 -2.0601 0.1450 0.0 0.0 0.0 0.308
H 7.0786 -1.6609 -1.3333 0.0 -0.1 0.0 0.390
H 5.4011 -2.2407 -1.4241 0.0 0.0 0.0 0.303
H 2.6107 0.0826 3.5575 -0.1 0.1 0.1 0.298
H -3.6643 0.1535 2.4920 0.0 0.1 0.0 0.373
H -2.6145 -0.8216 -3.6862 0.0 0.1 -0.1 0.628
H -6.1826 0.9725 -0.1571 0.1 0.0 0.0 0.473
H -5.3892 0.9603 1.4056 0.0 0.1 0.0 0.431
H -6.4968 -1.5279 0.0013 0.0 0.0 0.0 0.314
H -7.3068 -0.6560 1.3114 0.0 0.0 0.0 0.381
H -5.7732 -1.4921 1.6131 0.0 0.0 0.0 0.280
H -6.0288 -0.0752 -2.1959 0.0 -0.1 0.0 0.382
H -4.9360 -1.0104 -3.2095 -0.1 0.0 0.0 0.381
H -4.9872 2.0442 -2.9333 0.0 0.0 0.0 0.323
H -5.5030 1.1141 -4.3531 0.0 0.0 0.0 0.375
H -3.7936 1.1686 -3.8812 0.0 0.0 0.0 0.295
H 1.5735 -0.3290 5.5170 0.0 0.0 0.1 0.471
H 0.0321 -0.0481 6.3181 0.0 -0.1 0.0 0.466
H 1.6559 2.1214 4.8869 0.0 0.1 0.0 0.137
H 1.6207 1.8921 6.6439 0.0 0.0 0.0 0.413
H 0.1541 2.3763 5.7756 0.0 0.0 0.0 0.287
H -3.2248 0.9940 4.5800 0.0 0.0 0.1 0.398
H -2.0652 0.7506 5.8772 0.0 0.1 0.0 0.457
H -3.5671 -1.5026 4.4448 0.0 0.0 0.0 0.266
H -3.9467 -0.8771 6.0614 0.0 0.0 0.0 0.406
H -2.4152 -1.7165 5.7645 0.0 0.0 0.0 0.308
H 6.0296 -0.0716 1.9991 0.0 -0.1 0.1 0.404
H 4.7969 -0.3645 3.2204 0.1 0.0 0.0 0.431
H 5.5009 2.3393 1.9621 0.0 0.0 0.0 0.311
H 5.7769 1.8556 3.6437 0.0 0.0 0.0 0.377
H 4.1278 2.0972 3.0365 0.0 0.0 0.0 0.160
F 0.0095 4.8327 1.9801 0.0 -0.2 0.1 -0.273
C 0.0933 3.5089 1.7487 -0.1 0.2 -0.1 0.566
F -0.7507 2.9065 2.5957 0.1 0.0 0.0 -0.200
F 1.3397 3.1221 2.0587 -0.1 0.0 0.0 -0.204
S -0.3282 3.1926 -0.0314 0.0 0.1 0.0 1.314
O -1.7463 3.4245 -0.0723 -0.1 -0.1 0.0 -0.728
O 0.5147 4.1354 -0.7135 0.1 0.0 0.0 -0.685
O 0.0720 1.8038 -0.2709 0.1 -0.1 0.1 -0.708
O 1.6200 -4.1256 0.7068 -0.5 0.0 0.4 -0.561
S 0.5500 -3.2386 1.1940 -0.3 0.9 -1.9 0.319
N 0.0355 -2.2251 0.1804 1.3 -1.3 1.8 -0.163

# 3
20
Properties=species:S:1:pos:R:3:forces:R:3:mulliken_charge:R:1 method="wB97M-V/def2-TZVPD" charge=+1 gap_ev=2.401
N 1.5287 -1.4467 1.0921 -0.1 -1.3 0.5 -0.399
C 1.6333 -0.4687 0.5191 0.1 0.9 -0.6 -0.123
C 1.7786 0.7607 -0.2714 0.1 0.4 0.3 0.335
Cl 2.6778 0.3713 -1.7552 -0.1 -0.2 -0.1 -0.114
C 0.4355 1.4810 -0.5744 -0.2 0.1 0.0 0.380
C 0.1958 2.5218 0.4416 0.2 -0.6 -0.5 -0.204
N 0.0780 3.3617 1.2064 -0.1 0.3 0.4 -0.372
C -0.7678 0.5309 -0.7300 -0.1 0.0 -0.4 -0.795
O -1.9642 1.2967 -0.6509 0.0 0.0 0.1 -0.311
C -2.8577 0.8980 0.2879 0.3 -0.3 0.1 0.877
F -2.2889 0.7924 1.5066 -0.1 0.1 -0.2 -0.241
F -3.3628 -0.3203 0.0011 0.1 0.2 0.0 -0.256
F -3.8302 1.7709 0.3299 -0.2 0.1 0.0 -0.230
H 2.4157 1.4424 0.3010 -0.1 -0.1 -0.1 0.451
H 0.5635 2.0027 -1.5299 0.1 0.0 0.2 0.314
H -0.7459 0.0923 -1.7317 0.1 -0.1 0.2 0.320
H -0.7560 -0.2726 0.0069 0.0 0.1 0.1 0.449
O 1.4338 -5.7694 1.9555 0.3 0.8 -1.2 -0.391
V 1.7484 -4.8373 0.6237 -0.1 0.4 0.2 1.688
O 2.0796 -4.0022 -0.7758 -0.2 -0.8 1.0 -0.381

# 4
20
Properties=species:S:1:pos:R:3:forces:R:3:nbo_charge:R:1 method="wB97M-V/def2-TZVPD" charge=-1 gap_ev=6.873
C -1.4427 -0.4039 0.7780 -0.2 -0.3 0.3 -0.011
O -2.8009 -0.3544 0.9106 0.0 0.1 0.1 -0.823
C -0.9504 -0.1840 -0.6737 0.0 -0.1 0.1 -0.481
C 0.5474 -0.3291 -0.7426 -0.7 1.5 1.2 -0.293
C 1.3627 0.5375 0.0446 0.5 1.2 -1.6 -0.105
C 2.7562 0.2184 0.1988 0.6 -2.7 0.5 -0.368
N 3.1030 -1.1542 -0.2390 -0.1 0.7 -1.3 -1.004
H -0.9141 0.3062 1.4550 0.0 0.1 -0.2 0.105
H -1.0866 -1.4041 1.0989 0.2 0.0 -0.1 0.126
H -1.4459 -0.9569 -1.2559 0.0 0.0 -0.3 0.212
H -1.3269 0.7839 -1.0100 0.1 0.0 -0.1 0.262
H 1.0484 -0.8393 -1.5528 0.4 -0.7 0.5 0.271
H 0.8780 -0.7091 0.3596 -0.2 -1.6 -0.1 0.335
H 1.0208 1.4745 0.4726 -0.5 -0.3 0.2 0.228
H 3.4140 1.0560 -0.0338 0.1 0.2 0.3 0.212
H 2.8492 -0.2624 1.2141 -0.1 1.6 0.4 0.307
H 4.0889 -1.2736 -0.0146 0.0 0.1 0.1 0.300
H -4.4219 1.5570 -0.6524 0.0 0.0 0.0 0.425
H -3.2080 0.5138 0.2457 0.0 0.2 -0.3 0.489
O -3.4712 1.4237 -0.6031 0.0 0.0 0.2 -1.186

# 5
10
Properties=species:S:1:pos:R:3:forces:R:3:nbo_charge:R:1 method="wB97M-V/def2-TZVPD" smiles=SNCNI charge=0 gap_ev=8.725
C 0.0426 -1.0623 0.3388 2.5 3.0 -0.3 -0.059
N -0.3691 0.0452 -0.5070 -0.2 -0.8 0.0 -0.813
N 1.5210 -0.8064 0.9300 -2.1 -1.1 -0.5 -0.819
S -1.0194 1.5159 -0.0186 0.7 -0.2 0.6 0.180
I 2.8863 0.3726 -0.0915 -0.9 -0.4 0.3 0.262
H -0.6155 -1.1194 1.2330 0.5 -0.7 -0.6 0.201
H 0.2155 -1.8485 -0.3849 -0.6 -0.8 0.6 0.205
H -0.5558 -0.2381 -1.4491 0.0 0.4 -0.3 0.390
H 1.2942 -0.3984 1.8171 0.6 0.7 0.5 0.354
H 0.1572 2.0915 0.3918 -0.5 -0.1 -0.3 0.099

# 6
19
Properties=species:S:1:pos:R:3:forces:R:3:nbo_charge:R:1 method="wB97M-V/def2-TZVPD" smiles="N[C@@H](CO)CC=O.O" charge=0 gap_ev=10.224
C -1.1916 -1.4159 0.8030 -0.5 0.6 0.9 -0.068
O -1.9698 -0.7161 -0.1237 -0.5 3.4 1.5 -0.745
C 0.1261 -0.6144 1.1355 -0.5 -0.1 1.8 -0.061
C 1.1092 -0.3968 -0.0820 -3.6 -1.6 -1.4 -0.550
C 2.3363 0.3836 0.0819 -2.6 4.6 -1.4 0.413
O 2.2255 1.6201 -0.1749 1.6 -3.6 1.3 -0.525
N -0.2897 0.8171 1.5165 1.2 -1.3 -4.3 -0.875
H -1.7199 -1.7196 1.8097 0.6 1.2 -1.5 0.153
H -1.1121 -2.3830 0.3529 1.1 -0.7 -0.4 0.188
H -1.9684 0.2826 0.2533 0.0 -3.0 -1.2 0.499
H 0.4024 -1.3251 2.0182 0.9 1.8 -1.2 0.199
H 1.2623 -1.4334 -0.5523 0.0 1.5 0.5 0.236
H 0.4112 0.2838 -0.7724 1.7 -1.7 1.1 0.250
H 3.2053 -0.1440 0.3463 1.8 -0.2 0.5 0.140
H 0.3995 1.5100 1.1524 -0.7 -1.0 -0.3 0.384
H -0.3015 1.0816 2.4180 -0.4 0.1 4.3 0.364
H -1.1291 -0.0470 -2.0250 1.3 -2.1 3.3 0.465
H -2.0859 -0.2427 -3.1499 1.4 1.8 1.0 0.466
O -1.4576 0.4308 -2.7135 -2.9 0.4 -4.4 -0.932

# 7
76
Properties=species:S:1:pos:R:3:forces:R:3:mulliken_charge:R:1 method="wB97M-V/def2-TZVPD" charge=0 gap_ev=6.592
O -3.4033 5.9971 1.1603 4.0 -6.2 3.3 -0.411
C -2.6779 5.0540 1.5431 0.9 3.4 -3.5 0.638
N -1.6331 4.2309 1.6421 -5.0 2.6 -1.1 -0.755
C -1.6093 3.2929 0.4515 1.5 0.4 0.6 0.709
S -3.1825 2.2997 0.5451 -2.2 -8.1 0.5 1.374
O -3.0637 1.0174 -0.2728 0.0 5.0 1.4 -0.602
O -3.5213 1.8788 1.9602 1.1 3.2 -3.7 -0.612
F -4.5146 3.1277 -0.1395 2.8 -0.6 1.4 -0.281
C -1.1816 3.9933 -0.9427 -0.4 1.7 -1.0 -0.164
C -1.9056 3.5670 -2.3190 0.6 -0.7 -0.5 -0.536
C -2.0433 4.8251 -3.3534 -1.1 2.3 0.1 0.340
O -2.6881 5.8884 -3.0646 3.1 -4.8 -1.1 -0.546
C -1.2529 4.6220 -4.7636 1.5 0.1 -2.1 0.307
C -0.0635 5.6029 -5.0410 -0.8 -2.9 -2.9 -0.398
C 0.7740 5.4189 -6.3835 -3.0 -2.4 0.8 -0.410
C 0.4103 4.2834 -7.3989 -2.0 0.5 3.1 -0.338
C -0.8079 3.3044 -7.1101 1.0 2.7 2.7 -0.442
C -1.6467 3.4620 -5.7818 3.3 2.4 -1.0 -0.218
N 0.3286 3.9475 -1.0077 0.1 -0.1 1.6 -0.408
C 0.8150 3.5760 0.3696 1.8 0.7 0.1 -0.124
O 1.7936 4.0148 1.0259 -4.7 -2.2 -3.2 -0.509
C -0.2780 2.4121 0.7579 1.0 0.8 0.7 0.516
F -0.1233 1.4570 -0.3145 -0.3 1.2 2.3 -0.436
C 0.0037 1.9101 2.2620 -1.2 -1.0 0.3 -0.612
C 0.5305 0.3706 2.3335 -0.3 0.2 0.6 -1.133
C 2.1289 0.2435 2.4659 0.2 1.1 1.0 0.840
F 2.4970 0.8940 3.7228 -0.6 -1.4 -2.9 -0.350
F 2.8710 0.9196 1.4444 -1.7 -1.8 2.2 -0.312
C 2.6094 -1.3114 2.6630 0.0 0.7 2.2 0.663
F 3.9798 -1.3921 3.0414 -3.3 0.0 -1.4 -0.280
F 1.8516 -1.7753 3.8195 2.0 1.0 -2.9 -0.303
C 2.1819 -2.2501 1.4148 -3.1 0.0 0.0 0.654
F 1.8757 -1.4924 0.2129 1.5 -2.1 3.2 -0.245
F 0.8776 -2.7870 1.7985 3.3 1.2 -1.0 -0.320
C 3.0983 -3.5402 1.1641 -2.6 -3.6 1.4 0.571
F 3.5670 -4.1638 2.4085 -2.0 2.3 -3.6 -0.247
F 2.2276 -4.5429 0.5693 2.4 2.9 1.4 -0.270
S 4.5475 -3.3590 0.0225 4.9 -1.6 -1.2 1.152
F 3.6321 -3.1857 -1.3645 1.3 0.0 2.9 -0.268
F 4.7394 -1.7192 0.2660 -1.1 -2.6 -0.6 -0.273
F 5.5670 -3.6037 1.3734 -1.3 0.8 -2.6 -0.318
F 4.5670 -5.0672 -0.1584 -0.3 3.1 0.1 -0.323
F 5.9198 -3.3236 -0.9396 -2.5 0.1 1.6 -0.283
H -1.3682 5.1243 -0.8650 -0.3 -1.7 0.4 0.528
H -1.2362 2.7476 -2.8059 -1.2 1.4 0.7 0.337
H -2.9406 3.0788 -2.1876 1.5 1.0 0.0 0.399
H 0.2200 6.4345 -4.2934 -0.6 -1.6 -1.4 0.317
H 1.6381 6.1398 -6.5983 -1.5 -1.3 0.3 0.310
H 1.0283 4.1619 -8.3705 -1.2 0.2 1.9 0.299
H -1.0320 2.4654 -7.8692 0.3 1.6 1.5 0.305
H -2.5263 2.7577 -5.5527 1.6 1.3 -0.4 0.314
H 0.7347 3.3624 -1.7592 -0.4 0.4 0.8 0.393
H 0.6744 2.6333 2.8737 -0.9 -1.2 -1.6 0.439
H -1.0171 1.9108 2.8245 1.8 0.0 -1.1 0.392
H 0.0778 -0.2683 1.4892 1.0 1.1 1.2 0.440
H 0.0852 -0.0555 3.3186 1.1 0.6 -1.7 0.456
C -6.5015 0.8742 1.6523 -0.1 -0.1 0.1 -0.811
S -6.9735 -0.3384 0.3999 -0.3 0.1 0.0 0.586
O -8.4187 -0.1202 0.0864 0.4 -0.1 0.2 -0.664
C -6.8663 -1.7795 1.4848 0.0 -0.1 0.1 -0.882
H -6.5371 1.8676 1.2021 0.0 -0.2 -0.1 0.227
H -7.1969 0.8333 2.4934 0.0 -0.1 -0.1 0.464
H -5.4863 0.6699 1.9941 -0.1 0.0 -0.1 0.198
H -7.5391 -1.6570 2.3359 0.0 0.1 -0.1 0.291
H -5.8384 -1.8991 1.8321 0.0 0.1 -0.1 0.301
H -7.1599 -2.6627 0.9156 0.0 0.2 0.0 0.316
C 4.7026 -7.6079 3.6060 0.1 0.0 0.1 -0.741
S 3.6833 -8.8238 2.7404 0.1 -0.3 0.1 0.522
O 3.8191 -10.1248 3.4627 0.1 0.5 -0.2 -0.628
C 4.7187 -8.9155 1.2625 0.1 0.0 -0.1 -0.702
H 4.2612 -7.4218 4.5864 0.0 -0.1 -0.1 0.306
H 5.7168 -7.9919 3.7333 -0.1 -0.1 0.0 0.346
H 4.7219 -6.6766 3.0363 0.0 -0.1 0.0 0.145
H 5.7311 -9.2208 1.5342 -0.1 0.0 0.1 0.305
H 4.7391 -7.9414 0.7700 0.0 0.0 0.1 0.146
H 4.2878 -9.6537 0.5844 0.0 0.1 0.1 0.312

# 8
15
Properties=species:S:1:pos:R:3:forces:R:3:nbo_charge:R:1 method="wB97M-V/def2-TZVPD" smiles=O.O.O.O.O charge=0 gap_ev=11.352
H -0.1214 0.0279 -0.2913 0.1 -0.2 0.0 0.480
H -1.5884 -0.0695 0.0938 0.1 -0.5 0.0 0.467
H 1.9789 2.1572 2.2773 -0.1 0.0 -0.1 0.469
H 1.8938 0.6528 2.4765 -0.1 0.0 -0.1 0.468
H 2.9330 -1.7152 0.8283 0.0 0.0 -0.1 0.468
H 4.4219 -1.7215 1.1338 0.0 0.1 -0.1 0.468
H -3.3640 -1.5625 -3.8161 0.0 0.1 0.1 0.472
H -2.4665 -1.8054 -2.6138 -0.1 0.0 0.0 0.467
H -2.3919 1.6948 -0.3451 0.0 0.3 -0.1 0.448
H -1.0032 1.5143 0.2456 0.1 0.4 0.5 0.477
O -0.7000 -0.1688 0.4540 0.1 -0.7 0.0 -0.919
O 1.4189 1.3960 2.0877 0.1 0.0 0.1 -0.936
O 3.7620 -1.2922 0.5776 0.0 -0.1 0.2 -0.936
O -3.2111 -1.2702 -2.9105 0.1 -0.1 0.0 -0.939
O -1.5621 2.1624 -0.1977 -0.4 0.6 -0.4 -0.954

no.,E_tot (eV)
1,-8430.4425
2,-87134.4536
3,-61754.6299
4,-10959.5014
5,-23032.2534
6,-11956.4768
7,-125655.1491
8,-10399.1839